# 1
Density functional theory data (ωB97M-V/def2-TZVPD) for an isolated molecule of C2H6N2O2.

The calculation puts the HOMO energy at -9.6 eV. As for the frontier orbital gap: 10.26 eV. As for the SMILES: NNC(=O)CO. Its spin multiplicity is 1.

Element x y z (Å)
C (0.44925, -0.28569, -0.01271)
C (-0.44816, -1.15632, 0.84408)
H (0.16158, 2.17865, -1.78273)
H (1.17301, 2.49259, -0.36799)
H (-1.01435, 1.22471, 0.06772)
H (-0.20700, -0.97037, 1.92551)
H (-0.28030, -2.21310, 0.70411)
H (-2.09350, -1.06546, -0.16614)
N (0.68891, 1.77034, -0.99283)
N (-0.09208, 0.90564, -0.32560)
O (1.62067, -0.59911, -0.25306)
O (-1.86114, -0.86674, 0.73559)

Here are the natural (NBO) charges for atoms 1 to 8, given in e:
1. C 0.6111
2. C -0.1662
3. H 0.3589
4. H 0.3563
5. H 0.3915
6. H 0.2075
7. H 0.2005
8. H 0.4651



# 2
Density functional theory data (ωB97M-V/def2-TZVPD) for a structure of composition C34H33CrN6O3S4.

The calculation puts the HOMO energy (spin up / spin down) at -4.1 / -4.5 eV. As for the frontier orbital gap (spin up / spin down): 6.07 / 6.48 eV. Its spin multiplicity is 5. Its total charge is -1. Its expectation value of S² is 6.018.

Element x y z (Å)
Cr (-0.46167, 1.25459, 0.68262)
C (-0.17203, 4.54310, 1.06328)
C (-0.44968, 3.46310, 2.07913)
N (-1.54439, 2.77759, 1.96428)
N (-1.93444, 2.07433, 3.11138)
C (-2.38898, 0.88994, 2.92026)
S (-2.41633, -0.04334, 1.46454)
S (-3.06045, 0.12612, 4.41391)
C (-1.53560, 0.05628, 5.41755)
C (-0.81532, -1.25780, 5.31910)
C (0.02566, -1.51957, 4.23827)
C (0.68139, -2.73777, 4.14259)
C (0.50454, -3.71133, 5.11843)
C (-0.33414, -3.45867, 6.19432)
C (-0.98878, -2.23779, 6.29067)
C (0.54735, 3.17566, 3.12058)
C (1.05481, 4.14720, 3.97773)
C (1.97216, 3.82224, 4.96097)
C (2.40525, 2.49781, 5.05776)
C (1.95072, 1.52630, 4.19174)
C (1.01477, 1.83503, 3.17792)
O (0.63727, 0.93003, 2.32587)
H (-1.09785, 5.03455, 0.76468)
H (0.51717, 5.27380, 1.48606)
H (0.30824, 4.14117, 0.16730)
H (-0.90994, 0.88422, 5.08321)
H (-1.83092, 0.26000, 6.44750)
H (0.16715, -0.76902, 3.46777)
H (1.33306, -2.91855, 3.29615)
H (1.01927, -4.66176, 5.04059)
H (-0.47868, -4.21106, 6.96102)
H (-1.64403, -2.04220, 7.13340)
H (0.69527, 5.16784, 3.89147)
H (2.34273, 4.57735, 5.64191)
H (3.12649, 2.22647, 5.82127)
H (2.31231, 0.50746, 4.25111)
C (1.63630, -4.61596, -4.61783)
C (1.80627, -3.46718, -3.65962)
C (0.77715, -3.09478, -2.80010)
C (0.92542, -2.03673, -1.91690)
C (2.12509, -1.34246, -1.88503)
C (3.16413, -1.69682, -2.73069)
C (3.00034, -2.75293, -3.61434)
S (2.34888, -0.05979, -0.66322)
O (3.55860, 0.64225, -1.02543)
O (2.29276, -0.72247, 0.60668)
N (1.02922, 0.84531, -0.81867)
C (0.81690, 1.52320, -2.00749)
C (1.65938, 1.62530, -3.10288)
C (1.25851, 2.29242, -4.27716)
C (0.03170, 2.87916, -4.40233)
C (-0.85801, 2.82062, -3.30387)
C (-2.15292, 3.38145, -3.32774)
C (-2.97175, 3.27414, -2.24229)
C (-2.49360, 2.61066, -1.09868)
N (-1.29107, 2.09075, -1.04843)
C (-0.46198, 2.16375, -2.12394)
H (0.64401, -5.05975, -4.52500)
H (2.37126, -5.40143, -4.43013)
H (1.76443, -4.29191, -5.65306)
H (-0.15724, -3.64433, -2.81548)
H (0.11539, -1.74673, -1.25753)
H (4.09126, -1.13924, -2.68836)
H (3.81436, -3.02856, -4.27685)
H (2.65378, 1.20967, -3.06294)
H (1.96174, 2.33495, -5.10080)
H (-0.26879, 3.38817, -5.30997)
H (-2.48545, 3.88614, -4.22827)
H (-3.97309, 3.68134, -2.24044)
H (-3.09093, 2.49928, -0.20294)
C (-2.29162, -4.19072, -4.18856)
N (-2.34859, -3.07845, -3.27087)
C (-2.22439, -1.77606, -3.61680)
N (-1.85672, -1.53260, -4.89348)
S (-2.46204, -0.55330, -2.51567)
H (-2.34239, -5.11525, -3.61858)
H (-1.34290, -4.20258, -4.73283)
H (-3.11519, -4.18575, -4.91038)
H (-2.71448, -3.21506, -2.34380)
H (-1.77495, -2.24918, -5.59147)
H (-1.72117, -0.57184, -5.15217)

Here are the Löwdin charges for atoms 1 to 8, given in e:
1. Cr 0.5319
2. C -0.0115
3. C -0.3071
4. N -0.0244
5. N -0.0572
6. C -1.1092
7. S 0.5352
8. S 0.8365



# 3
Density functional theory data (ωB97M-V/def2-TZVPD) for a structure of composition C5H5NO.

The calculation puts the HOMO energy (spin up / spin down) at -8.5 / -9.9 eV. As for the frontier orbital gap (spin up / spin down): 6.54 / 9.32 eV. Its spin multiplicity is 1.

Element x y z (Å)
O (-1.68857, -1.62793, -0.16002)
C (-1.48773, -0.91125, 0.81742)
C (-0.65171, 0.24774, 0.79037)
C (1.43185, 0.98479, -0.15554)
C (0.05736, 0.59464, -0.43830)
C (0.70407, -0.56506, -1.12746)
N (1.19368, -1.46354, -1.68240)
H (-2.00260, -1.10889, 1.77914)
H (-0.49801, 0.86511, 1.66903)
H (1.96995, 0.42150, 0.59882)
H (1.92158, 1.83822, -0.62159)
H (-0.45684, 1.16853, -1.21773)

Here are the natural (NBO) charges for atoms 1 to 8, given in e:
1. O -0.4774
2. C 0.2773
3. C -0.1142
4. C -0.2731
5. C -0.4303
6. C 0.2692
7. N -0.2894
8. H 0.1272



# 4
Density functional theory data (ωB97M-V/def2-TZVPD) for the ion C3H8NO with charge +1.

The calculation puts the HOMO energy (spin up / spin down) at -9.6 / -17.8 eV. As for the frontier orbital gap (spin up / spin down): 6.53 / 7.96 eV. Its spin multiplicity is 3. Its total charge is +1. Its expectation value of S² is 2.008.

Element x y z (Å)
C (0.51054, 1.48030, 0.09498)
C (0.65439, -1.00278, 0.63821)
C (-0.78555, -0.17442, -1.13393)
N (0.34310, 0.09824, -0.22328)
O (1.24446, 0.84118, -0.87133)
H (-0.30968, 2.20832, -0.14771)
H (1.11004, 1.61089, 0.96880)
H (0.48915, -1.90794, -0.03575)
H (1.64085, -1.00059, 1.13043)
H (-0.14435, -1.09181, 1.36791)
H (-1.00810, -1.27160, -1.23889)
H (-1.66951, 0.31307, -0.67539)
H (-0.42497, 0.32472, -1.97072)

Here are the natural (NBO) charges for atoms 1 to 8, given in e:
1. C -0.2423
2. C -0.4352
3. C -0.4002
4. N -0.0722
5. O 0.1198
6. H 0.2912
7. H 0.2810
8. H 0.2409



# 5
Density functional theory data (ωB97M-V/def2-TZVPD) for a cluster of 2 separate species, C6H11NO2Si2 in total.

The calculation puts the HOMO energy at -6.7 eV. As for the frontier orbital gap: 6.64 eV. Its spin multiplicity is 1.

Element x y z (Å)
C (0.45627, 2.88192, 0.94197)
C (1.16805, 2.34964, 2.05185)
C (-0.29973, 2.04796, 0.11574)
C (1.15550, 0.96357, 2.18789)
C (-0.38091, 0.69864, 0.38024)
C (0.39574, 0.13833, 1.35303)
N (-2.42149, -2.28095, -0.86251)
O (0.40177, -1.12873, 1.62514)
O (0.07067, -2.20172, -1.58908)
Si (1.05106, -1.05749, -2.35457)
Si (-0.82384, -2.72933, -0.40829)
H (0.71391, 3.95877, 0.63866)
H (1.67406, 3.01015, 2.65524)
H (-0.83378, 2.31394, -0.80269)
H (1.55477, 0.43975, 3.05108)
H (-1.17899, 0.15403, -0.33198)
H (-2.54361, -1.50370, -1.42511)
H (-3.15005, -2.16691, -0.17384)
H (2.43223, -1.27719, -2.70476)
H (0.83069, -0.04607, -1.35440)
H (0.00968, -0.76771, -3.38830)
H (-0.28198, -3.79689, 0.39468)

Here are the natural (NBO) charges for atoms 1 to 8, given in e:
1. C -0.2940
2. C -0.1900
3. C -0.2147
4. C -0.2932
5. C -0.3193
6. C 0.3184
7. N -1.2773
8. O -0.7903



# 6
Density functional theory data (ωB97M-V/def2-TZVPD) for a structure of composition C35H40Cl3FN3O4PPtSi.

The calculation puts the HOMO energy at -6.9 eV. As for the frontier orbital gap: 7.40 eV. Its spin multiplicity is 1.

Element x y z (Å)
Pt (-0.53474, 0.24177, -0.12321)
C (1.55365, 2.66915, -0.95487)
Si (0.04387, 2.70592, -2.05594)
C (0.77004, 2.65965, -3.80018)
C (-0.81081, 4.35142, -1.73804)
N (-1.01991, 1.36234, -1.72665)
C (-2.27735, 1.29555, -2.29010)
C (-2.63916, 2.09304, -3.40086)
C (-3.88698, 2.07441, -3.99560)
C (-4.88205, 1.22769, -3.53008)
C (-4.57360, 0.41238, -2.45341)
C (-3.32722, 0.45832, -1.86581)
F (-3.15222, -0.39745, -0.81769)
H (2.10121, 3.60433, -1.10869)
H (2.22317, 1.84236, -1.20276)
H (1.30265, 2.58950, 0.09967)
H (1.60730, 3.36081, -3.85995)
H (0.07575, 2.91879, -4.60072)
H (1.16851, 1.66308, -4.01032)
H (-0.11241, 5.17770, -1.89649)
H (-1.13731, 4.38320, -0.69453)
H (-1.68577, 4.52860, -2.36244)
H (-1.89279, 2.74752, -3.82716)
H (-4.07079, 2.72351, -4.84326)
H (-5.85983, 1.19357, -3.98992)
H (-5.29355, -0.28087, -2.03629)
Cl (2.85754, -2.03726, 3.32139)
C (2.02636, -1.83575, 1.77155)
Cl (2.66476, -0.35833, 1.01062)
Cl (2.39849, -3.22008, 0.72177)
C (0.45897, -1.82085, 2.05805)
O (0.07643, -2.73048, 2.75689)
O (-0.22498, -0.83367, 1.63353)
O (0.10187, -1.21450, -1.35711)
P (-0.13840, -2.25312, -2.40422)
C (1.31707, -2.58585, -3.40786)
C (1.19063, -3.33425, -4.57930)
C (2.30604, -3.59634, -5.35586)
C (3.54873, -3.09892, -4.97886)
C (3.67283, -2.33958, -3.82599)
C (2.55837, -2.08399, -3.03865)
C (-1.40735, -1.84546, -3.61395)
C (-2.44920, -2.72485, -3.89764)
C (-3.34889, -2.42715, -4.91144)
C (-3.20650, -1.25812, -5.64356)
C (-2.17102, -0.37710, -5.35954)
C (-1.27466, -0.66698, -4.34643)
C (-0.66063, -3.77994, -1.61237)
C (-1.62045, -3.66187, -0.60746)
C (-2.02101, -4.78412, 0.09812)
C (-1.46673, -6.02337, -0.19437)
C (-0.50841, -6.14136, -1.19071)
C (-0.10060, -5.02001, -1.89852)
H (0.22021, -3.70272, -4.89103)
H (2.20390, -4.17933, -6.26171)
H (4.41800, -3.30108, -5.59119)
H (4.63667, -1.94567, -3.53179)
H (2.64955, -1.49887, -2.13326)
H (-2.56089, -3.63883, -3.32872)
H (-4.16356, -3.10680, -5.12467)
H (-3.90996, -1.02531, -6.43261)
H (-2.07075, 0.54339, -5.91910)
H (-0.47804, 0.02818, -4.10832)
H (-2.03038, -2.68807, -0.36123)
H (-2.75346, -4.68843, 0.88821)
H (-1.77298, -6.89700, 0.36615)
H (-0.06453, -7.10408, -1.40824)
H (0.66708, -5.11592, -2.65573)
C (0.81578, 1.88289, 2.60050)
N (-0.55338, 2.19691, 2.97529)
C (-0.66851, 2.90557, 4.24851)
C (-2.05608, 2.77414, 4.83202)
C (-3.04678, 3.22176, 3.78062)
N (-2.84448, 2.43590, 2.57589)
C (-3.95066, 2.32368, 1.63195)
C (-1.61028, 2.04912, 2.15309)
O (-1.59898, 1.55607, 0.99267)
H (1.36036, 2.79464, 2.34091)
H (0.84885, 1.18234, 1.77822)
H (1.30569, 1.41665, 3.45584)
H (-0.42074, 3.96388, 4.10178)
H (0.08323, 2.48791, 4.91785)
H (-2.14277, 3.39037, 5.72687)
H (-2.25016, 1.73623, 5.10755)
H (-2.92552, 4.29269, 3.57309)
H (-4.07332, 3.06851, 4.11168)
H (-3.90129, 3.09148, 0.85578)
H (-4.87753, 2.44015, 2.19018)
H (-3.93811, 1.35083, 1.14884)

Here are the Löwdin charges for atoms 1 to 8, given in e:
1. Pt 1.1246
2. C -0.1819
3. Si 0.3952
4. C -0.1707
5. C -0.1581
6. N -0.2151
7. C -0.3123
8. C -0.0830